1.
Computed, not measured: C8H18I2NOP2PbS as an isolated structure at a distorted geometry, with ωB97M-V/def2-TZVPD.

Structure (XYZ):
```
34
C8H18I2NOP2PbS, DFT ωB97M-V/def2-TZVPD
I 0.00 -1.33 -6.36
I 0.00 1.35 -6.46
Pb 0.00 0.00 0.02
P -2.31 0.01 0.16
C -3.26 -0.06 -1.40
C -3.00 -1.38 1.13
H -4.08 -1.29 1.25
H -4.08 1.41 1.13
H -2.52 -1.38 2.12
H -2.51 1.57 1.99
H -3.00 -0.97 -1.95
H -2.76 -2.32 0.63
C -2.99 1.49 1.01
H -4.34 -0.05 -1.21
H -2.75 2.38 0.43
H -3.00 0.80 -2.03
P 2.31 0.00 0.17
C 3.27 -0.07 -1.39
C 3.00 1.47 1.02
H 2.50 -1.39 2.12
H 4.07 -1.32 1.25
H 2.74 -2.34 0.64
C 2.99 -1.40 1.14
H 2.51 1.55 2.00
H 4.08 1.38 1.15
H 4.35 -0.07 -1.20
H 3.01 0.79 -2.02
H 2.77 2.36 0.44
H 3.00 -0.98 -1.94
C 0.00 -0.08 -1.80
O 0.00 -0.13 -2.97
S 0.00 0.00 2.02
C 0.00 0.00 3.83
N 0.00 0.00 5.09
```

HOMO energy (spin up / spin down), eV: -18.6 / -17.8
ΔE to the lowest compared entry with this formula, charge and spin, eV: 7.3322
Charge: +3
Frontier orbital gap (spin up / spin down), eV: 6.527 / 4.056


2.
Computed, not measured: one molecule with the formula C8H18N2 at a distorted geometry, with ωB97M-V/def2-TZVPD.

Structure (XYZ):
```
28
C8H18N2, DFT ωB97M-V/def2-TZVPD
N -1.35 -0.73 -3.28
N 0.50 0.37 -0.05
C -0.15 -0.94 2.04
C -1.48 0.97 1.26
C 0.78 1.43 2.16
C 1.88 -0.13 -0.31
C -0.94 0.21 -2.22
C 1.32 -0.91 -1.46
C -0.10 -0.49 -1.11
C -0.04 0.44 1.34
H -1.73 -1.59 -2.90
H -0.55 -0.88 -3.92
H -0.84 -1.62 1.52
H 0.87 -1.39 2.08
H -0.53 -0.84 3.08
H -1.58 1.81 0.55
H -1.82 1.35 2.25
H -2.19 0.18 0.88
H 0.33 1.58 3.14
H 0.75 2.41 1.70
H 1.82 1.08 2.27
H 2.51 0.68 -0.61
H 2.33 -0.73 0.47
H -1.84 0.61 -1.74
H -0.43 1.05 -2.66
H 1.66 -0.56 -2.43
H 1.51 -2.00 -1.36
H -0.68 -1.36 -0.69
```

HOMO energy, eV: -8.2
ΔE to the lowest compared entry with this formula, charge and spin, eV: 1.2339
Frontier orbital gap, eV: 9.084
SMILES: CC(C)(C)N1CC[C@@H]1CN


3.
Computed, not measured: a 2-piece molecular cluster, C8H18N2O3P overall at a distorted geometry, with ωB97M-V/def2-TZVPD.

Structure (XYZ):
```
32
C8H18N2O3P, DFT ωB97M-V/def2-TZVPD
N 2.39 0.32 1.57
C 2.11 1.24 0.45
O 2.71 2.47 0.63
P 1.59 3.61 1.44
O 0.32 2.86 0.48
C 0.61 1.53 0.16
C -0.48 0.62 0.76
C -0.66 0.75 2.25
O -0.24 -0.04 3.08
H 3.04 0.82 2.18
H 2.90 -0.47 1.22
H 2.51 0.76 -0.45
H 0.62 4.49 2.08
H 1.76 4.58 0.38
H 2.71 4.14 2.20
H 1.40 2.62 2.49
H 0.52 1.39 -0.92
H -0.40 -0.42 0.48
H -1.40 1.01 0.32
H -1.31 1.58 2.57
C -1.44 -3.42 -0.71
C -2.35 -3.33 -1.93
C -1.71 -2.59 -3.10
C -1.38 -1.21 -2.74
N -1.12 -0.15 -2.41
H -1.20 -2.43 -0.32
H -1.92 -3.98 0.09
H -0.50 -3.92 -0.96
H -3.28 -2.84 -1.65
H -2.62 -4.34 -2.26
H -2.38 -2.56 -3.96
H -0.79 -3.09 -3.41
```

HOMO energy, eV: -3.8
Charge: -1
Frontier orbital gap, eV: 6.230


4.
Computed, not measured: C8H18N2O4Si as an isolated structure at a distorted geometry, with ωB97M-V/def2-TZVPD.

Structure (XYZ):
```
33
C8H18N2O4Si, DFT ωB97M-V/def2-TZVPD
N -2.76 -0.24 -1.37
N 0.62 -1.45 0.69
O 2.45 2.96 1.08
O -2.11 0.79 -0.82
O 0.11 -0.67 -0.31
O -0.24 1.76 0.91
C -2.29 -0.46 -2.54
C 1.42 -2.32 0.17
C 2.13 2.22 2.25
C -2.88 -1.43 -3.45
C 2.06 -3.36 0.94
C 1.84 2.50 -0.11
C 0.34 2.65 -0.02
C -1.86 -0.36 1.74
Si -0.95 0.38 0.33
H -1.45 0.15 -2.85
H 1.64 -2.21 -0.87
H 2.67 2.65 3.08
H 1.08 2.24 2.44
H 2.47 1.18 2.12
H -2.17 -1.79 -4.22
H -3.28 -2.26 -2.89
H -3.74 -1.02 -3.97
H 2.09 -3.04 1.98
H 3.07 -3.54 0.58
H 1.58 -4.34 0.92
H 2.32 3.03 -0.94
H 2.11 1.45 -0.20
H 0.08 3.66 0.27
H -0.18 2.46 -0.99
H -2.25 0.38 2.45
H -2.70 -0.91 1.33
H -1.22 -1.07 2.26
```

HOMO energy, eV: -9.4
Frontier orbital gap, eV: 10.232


5.
Computed, not measured: an isolated ion of composition C8H18N3 and charge +1 at a distorted geometry, with ωB97M-V/def2-TZVPD.

Structure (XYZ):
```
29
C8H18N3, DFT ωB97M-V/def2-TZVPD
C -2.38 3.39 -1.74
C -2.31 2.47 -0.83
C 2.23 -2.76 -0.67
C 2.29 -3.02 1.68
C -0.73 -1.18 -1.02
C -1.44 2.70 0.41
C -0.60 1.54 0.91
C 0.39 0.94 -0.12
N 0.82 -1.40 0.81
N 1.78 -2.39 0.50
N 0.40 -0.52 -0.29
H -3.12 3.33 -2.49
H -1.93 4.40 -1.79
H -2.84 1.50 -0.75
H 2.98 -3.60 -0.74
H 1.92 -2.25 -1.53
H 2.32 -2.31 2.43
H 1.71 -3.88 2.10
H 3.29 -3.32 1.51
H -1.73 -0.85 -0.56
H -0.56 -0.92 -2.03
H -0.67 -2.31 -0.76
H -1.98 3.11 1.30
H -0.68 3.45 0.09
H -0.06 1.98 1.64
H -1.24 0.64 1.20
H 0.11 1.28 -1.07
H 1.40 1.21 0.02
H 0.63 -1.24 1.77
```

HOMO energy, eV: -12.4
ΔE to the lowest compared entry with this formula, charge and spin, eV: 4.4029
Charge: +1
Frontier orbital gap, eV: 8.186
SMILES: C=CCCCN(C)N[N+](=C)C


6.
Computed, not measured: an isolated ion of composition C8H18N4 and charge +2 at a distorted geometry, with ωB97M-V/def2-TZVPD.

Structure (XYZ):
```
30
C8H18N4, DFT ωB97M-V/def2-TZVPD
C 3.26 0.40 0.30
C 1.21 -0.37 -0.96
C 0.36 0.79 -0.49
C -0.97 0.49 0.11
C -1.95 -1.87 -0.56
C -0.48 -1.68 1.47
C -1.53 2.83 0.21
C -1.44 -0.90 0.62
N 2.59 -0.33 -0.69
N 2.69 1.42 0.80
N -1.73 1.43 0.56
N 0.83 -1.19 -1.96
H 4.24 0.14 0.48
H 0.80 1.71 0.12
H 0.05 1.34 -1.36
H -2.84 -2.37 -0.28
H -1.22 -2.65 -0.66
H -2.11 -1.38 -1.48
H -0.85 -2.54 1.96
H -0.04 -1.07 2.26
H 0.53 -2.12 0.93
H -0.48 3.25 0.49
H -1.64 2.88 -0.96
H -2.24 3.39 0.65
H -2.24 -0.74 1.30
H 3.11 -1.08 -1.00
H 3.23 1.85 1.51
H -2.44 1.40 1.25
H -0.17 -1.19 -2.28
H 1.47 -1.85 -2.34
```

HOMO energy (spin up / spin down), eV: -14.3 / -18.4
ΔE to the lowest compared entry with this formula, charge and spin, eV: 0.2028
2S+1: 3
Charge: +2
Frontier orbital gap (spin up / spin down), eV: 6.981 / 6.395


7.
Computed, not measured: a 7-piece molecular cluster, C8H18N6O19S overall at a distorted geometry, with ωB97M-V/def2-TZVPD.

Structure (XYZ):
```
52
C8H18N6O19S, DFT ωB97M-V/def2-TZVPD
O -2.16 -3.21 2.06
C -1.77 -2.14 1.49
O -0.54 -1.83 1.59
O -2.78 -1.36 0.84
S -2.21 -0.24 -0.29
O -1.15 -0.78 -1.14
O -1.79 1.22 0.42
C -0.45 1.67 0.05
O -0.30 2.64 -0.73
O 0.61 1.12 0.55
C 2.80 3.04 3.16
N 2.85 1.67 2.58
O 1.82 1.22 2.15
O 3.95 1.11 2.56
H 1.78 3.41 3.10
H 3.12 2.96 4.20
H 3.47 3.67 2.59
C 2.62 7.54 2.28
N 2.76 6.28 3.07
O 2.12 6.20 4.10
O 3.51 5.44 2.62
H 1.92 8.20 2.79
H 3.60 7.99 2.20
H 2.23 7.26 1.30
C -0.68 -3.42 -3.06
N -1.97 -4.01 -3.50
O -2.14 -5.20 -3.30
O -2.77 -3.26 -4.03
H -0.07 -4.20 -2.60
H -0.19 -3.01 -3.94
H -0.91 -2.64 -2.33
C -3.85 -2.83 -7.05
N -3.33 -3.73 -8.12
O -2.90 -3.20 -9.14
O -3.37 -4.92 -7.90
H -3.76 -1.80 -7.39
H -4.89 -3.09 -6.89
H -3.26 -3.00 -6.16
C -3.41 -1.11 4.57
N -3.45 0.32 4.96
O -4.05 0.61 5.99
O -2.90 1.11 4.22
H -3.95 -1.69 5.32
H -3.89 -1.21 3.60
H -2.37 -1.42 4.53
C 4.14 -1.24 0.10
N 5.15 -2.11 -0.56
O 4.94 -3.31 -0.59
O 6.14 -1.55 -1.02
H 3.32 -1.87 0.46
H 4.62 -0.73 0.93
H 3.78 -0.54 -0.64
```

HOMO energy, eV: -1.8
Charge: -2
Frontier orbital gap, eV: 4.928


8.
Computed, not measured: a 2-piece molecular cluster, C8H18NO overall at a distorted geometry, with ωB97M-V/def2-TZVPD.

Structure (XYZ):
```
28
C8H18NO, DFT ωB97M-V/def2-TZVPD
C -0.05 0.46 -2.18
C -1.24 0.98 -1.92
C 1.21 1.30 -2.50
C -2.22 1.70 -1.58
C -0.67 -1.73 2.42
C 1.66 -1.03 0.42
C 0.89 0.99 1.48
C -0.73 -0.92 1.12
N 0.51 -0.16 0.58
O -1.24 -1.80 0.10
H -0.18 -0.48 -2.61
H 1.47 1.90 -1.71
H 2.01 0.85 -2.96
H 0.96 2.02 -3.31
H -1.56 -0.20 1.08
H -2.63 1.61 -0.53
H -2.70 2.33 -2.41
H 0.14 -2.34 2.43
H -1.73 -2.24 2.57
H -0.51 -1.13 3.30
H 2.35 -0.47 -0.06
H 2.22 -1.18 1.45
H 1.24 -1.82 -0.11
H 1.48 1.53 0.80
H -0.06 1.55 1.61
H 1.30 0.65 2.52
H 0.07 0.02 -0.34
H -2.00 -2.39 0.35
```

HOMO energy, eV: -13.0
ΔE to the lowest compared entry with this formula, charge and spin, eV: 3.8035
Charge: +1
Frontier orbital gap, eV: 10.487